# C4H12OS

A 2-piece molecular cluster, C4H12OS overall at a distorted geometry (ωB97M-V/def2-TZVPD, the OMol25 dataset).

The SMILES is CCSC.CO. The total charge is 0. Its orbital gap is 9.39 eV. The value obtained for the energy above the lowest of the compared OMol25 structures with the same formula, charge and spin is 34.4 kcal/mol. Its multiplicity is 1.

```
18
C4H12OS (ωB97M-V/def2-TZVPD)
C 1.5574 0.8429 -0.7658
C 0.3634 0.6638 0.2132
S 0.5542 2.0236 1.4122
C -1.0397 2.1550 2.2902
H 2.0967 -0.0349 -1.1276
H 2.2266 1.5961 -0.3530
H 1.2491 1.1680 -1.7739
H -0.5570 0.8435 -0.3260
H 0.4408 -0.3663 0.5600
H -0.8722 1.9402 3.3457
H -1.5416 3.1091 2.2028
H -1.7995 1.4379 1.9809
C -0.4708 -2.3144 -1.4918
O -0.9467 -3.1275 -0.4454
H 0.5089 -1.8976 -1.2081
H -0.4242 -2.7994 -2.4659
H -0.9835 -1.3594 -1.6264
H -0.3618 -3.8807 -0.4211
```


# C20H22BN10OPt

C20H22BN10OPt as an isolated structure at a distorted geometry (ωB97M-V/def2-TZVPD, the OMol25 dataset).

The total charge is 0. Its orbital gap (alpha / beta) is 7.24 / 6.38 eV. The value obtained for the energy above the lowest of the compared OMol25 structures with the same formula, charge and spin is 54.7 kcal/mol. Its multiplicity is 2.

```
55
C20H22BN10OPt (ωB97M-V/def2-TZVPD)
Pt 0.2808 -0.1323 0.0252
C -2.7014 3.4311 0.3965
C -1.4013 2.9716 0.1553
N -1.2592 1.7284 0.5896
N -2.4407 1.3573 1.1036
C -3.3293 2.3685 1.0068
B -2.6184 -0.0251 1.7870
N -1.4554 -0.1783 2.7971
C -1.3622 0.1126 4.1097
C -0.0571 -0.0629 4.5100
C 0.6110 -0.4592 3.3481
N -0.2345 -0.5345 2.3324
N -2.4768 -1.1580 0.7407
C -3.2392 -2.2542 0.5805
C -2.7282 -2.9922 -0.4664
C -1.6157 -2.2702 -0.8988
N -1.4810 -1.1765 -0.1564
N -4.0364 -0.0991 2.3509
C -4.5725 -0.0907 3.5965
C -5.9389 -0.0885 3.4758
C -6.1607 -0.0913 2.0869
N -5.0220 -0.0957 1.4207
H -3.1179 4.3961 0.1659
H -0.5664 3.5044 -0.2717
H -4.3443 2.2701 1.3476
H -2.2038 0.4390 4.6928
H 0.3563 0.0798 5.4927
H 1.6541 -0.6946 3.2169
H -4.0959 -2.4502 1.1987
H -3.1031 -3.9213 -0.8567
H -0.9177 -2.4839 -1.6900
H -3.9728 -0.1035 4.4884
H -6.6720 -0.0818 4.2635
H -7.0964 -0.0940 1.5510
N 1.9836 0.6531 -0.0612
C 3.2792 0.4467 -0.0262
C 4.1619 1.2561 -0.8020
C 5.5230 1.0744 -0.7355
C 6.0736 0.0973 0.0949
C 5.2368 -0.7313 0.8438
C 3.8729 -0.5733 0.7893
H 3.7198 2.0024 -1.4492
H 6.1781 1.6950 -1.3344
H 7.1479 -0.0180 0.1511
H 5.6692 -1.5030 1.4694
H 3.1987 -1.2138 1.3450
C -0.2874 0.5263 -4.7190
C 0.0823 0.5539 -3.2560
N 0.3930 1.7647 -2.7592
O 0.1212 -0.4847 -2.5922
H -0.7297 1.4681 -5.0390
H -0.9842 -0.2873 -4.9014
H 0.6157 0.3390 -5.3010
H 0.3311 2.6054 -3.3014
H 0.6755 1.8014 -1.7888
```


# C37H43CaN4O3P

C37H43CaN4O3P as an isolated structure at a distorted geometry (ωB97M-V/def2-TZVPD, the OMol25 dataset).

The total charge is 0. Its orbital gap is 5.89 eV. Its multiplicity is 1.

```
89
C37H43CaN4O3P (ωB97M-V/def2-TZVPD)
Ca 0.5349 0.1419 -0.6758
C 3.5827 -1.4390 -3.9627
C 4.6329 -1.8768 -3.1811
C 4.6745 -1.4975 -1.8509
C 3.6595 -0.6995 -1.3372
N 2.6422 -0.2736 -2.0964
C 2.6177 -0.6367 -3.3729
C 3.6463 -0.2636 0.0793
C 4.6832 -0.5534 0.9645
C 4.5774 -0.1453 2.2815
C 3.4587 0.5610 2.6841
C 2.4816 0.8427 1.7339
N 2.5823 0.4386 0.4691
C 1.2380 1.5526 2.1126
C 1.2174 2.4915 3.1368
C -0.0017 3.0285 3.5270
C -1.1506 2.6220 2.8767
C -1.0271 1.7362 1.8152
N 0.1282 1.1937 1.4523
H 3.5001 -1.7195 -5.0029
H 5.4134 -2.4998 -3.5973
H 5.4840 -1.8468 -1.2276
H 1.7978 -0.2515 -3.9587
H 5.5581 -1.0989 0.6466
H 5.3589 -0.3854 2.9900
H 3.3277 0.8476 3.7178
H 2.1357 2.8101 3.6097
H -0.0441 3.7536 4.3289
H -2.1210 3.0050 3.1574
H -1.8955 1.4208 1.2510
C -0.9056 -2.6941 -3.3425
C -0.8691 -2.3947 -1.8503
C -1.7025 -3.4293 -1.1045
O -1.3366 -1.0627 -1.5575
C 0.5840 -2.4354 -1.2767
O 1.4532 -3.0299 -1.9085
O 0.7164 -1.8313 -0.1649
H -1.9351 -2.6871 -3.7080
H -0.4741 -3.6787 -3.5119
H -0.3181 -1.9778 -3.9144
H -2.7218 -3.4609 -1.5001
H -1.7243 -3.1729 -0.0479
H -1.2551 -4.4163 -1.2212
H -2.2958 -1.0436 -1.6153
C -3.1219 4.7750 -0.2328
C -3.4537 3.9170 -1.2787
C -2.5273 3.0146 -1.7602
C -1.2326 2.9096 -1.2034
C -0.9118 3.8035 -0.1749
C -1.8434 4.7211 0.2946
N -0.3382 1.9622 -1.7017
C -0.1755 2.0926 -3.0723
C -0.1688 0.9906 -3.9374
C 0.0733 1.1348 -5.2959
C 0.3186 2.3847 -5.8406
C 0.2593 3.5003 -5.0089
C -0.0043 3.3654 -3.6606
H -3.8475 5.4831 0.1462
H -4.4402 3.9641 -1.7249
H -2.7791 2.3576 -2.5844
H 0.1027 3.8111 0.2080
H -1.5571 5.4196 1.0736
H -0.4083 0.0255 -3.5133
H 0.0506 0.2618 -5.9406
H 0.5363 2.4958 -6.8948
H 0.4155 4.4893 -5.4238
H -0.0589 4.2413 -3.0259
C 0.6779 -2.3297 4.5564
C 0.5044 -1.8575 3.1142
P -1.2093 -1.6415 2.4268
C -1.9913 -0.7844 3.8951
C -3.3978 -0.2620 3.5943
C -1.8279 -3.3789 2.7150
C -3.2853 -3.5971 2.2992
H 1.7382 -2.4929 4.7603
H 0.1607 -3.2700 4.7448
H 0.3126 -1.5873 5.2667
H 1.0090 -2.5364 2.4222
H 0.9925 -0.8901 3.0006
H -1.3418 0.0592 4.1471
H -2.0193 -1.4589 4.7541
H -3.3975 0.3674 2.7040
H -3.7788 0.3293 4.4293
H -4.0931 -1.0819 3.4196
H -1.6983 -3.6627 3.7607
H -1.1744 -4.0181 2.1139
H -3.9730 -3.2418 3.0661
H -3.4869 -4.6578 2.1432
H -3.5169 -3.0714 1.3717
```


# C46H50N4O3P3RuS2

C46H50N4O3P3RuS2 as an isolated structure (ωB97M-V/def2-TZVPD, the OMol25 dataset).

The total charge is +2. Its orbital gap (alpha / beta) is 8.16 / 6.08 eV. Its multiplicity is 6.

```
109
C46H50N4O3P3RuS2 (ωB97M-V/def2-TZVPD)
Ru -0.5199 -0.1790 -0.0459
O 2.0125 1.8825 -0.8678
C 3.2295 1.5754 -0.3097
C 4.1749 2.4876 0.1145
C 5.3463 1.9919 0.6798
C 5.5581 0.6259 0.8048
C 4.5840 -0.2718 0.3858
C 3.3963 0.2013 -0.1651
P 2.0210 -0.8088 -0.7800
C 2.0125 -0.5101 -2.5683
C 3.2200 -0.4974 -3.2676
C 3.2365 -0.2186 -4.6242
C 2.0507 0.0633 -5.2918
C 0.8468 0.0601 -4.6024
C 0.8320 -0.2290 -3.2448
C 2.5628 -2.5137 -0.5132
C 2.7584 -2.9630 0.7958
C 3.1158 -4.2767 1.0422
C 3.2795 -5.1582 -0.0202
C 3.0891 -4.7201 -1.3207
C 2.7278 -3.4030 -1.5704
C 1.6864 3.0436 -1.5229
C 2.5532 3.7348 -2.3533
C 2.0913 4.8886 -2.9686
C 0.7910 5.3419 -2.7614
C -0.0697 4.6171 -1.9563
C 0.3693 3.4424 -1.3440
P -0.7223 2.4748 -0.2703
C -2.3606 2.5518 -1.0469
C -2.4450 2.5952 -2.4398
C -3.6791 2.5220 -3.0655
C -4.8403 2.4143 -2.3129
C -4.7635 2.3548 -0.9292
C -3.5298 2.4079 -0.3000
C -0.6867 3.4446 1.2715
C -1.7615 4.1010 1.8601
C -1.5758 4.8172 3.0368
C -0.3245 4.8906 3.6275
C 0.7603 4.2598 3.0297
C 0.5791 3.5445 1.8593
H 4.0143 3.5508 0.0120
H 6.1008 2.6881 1.0184
H 6.4820 0.2569 1.2262
H 4.7563 -1.3335 0.4826
H 4.1519 -0.6997 -2.7528
H 4.1751 -0.2165 -5.1608
H 2.0664 0.2837 -6.3502
H -0.0796 0.2753 -5.1168
H -0.1370 -0.2452 -2.7388
H 2.6548 -2.2804 1.6327
H 3.2743 -4.6131 2.0575
H 3.5617 -6.1846 0.1696
H 3.2215 -5.4029 -2.1483
H 2.5698 -3.0774 -2.5896
H 3.5602 3.3811 -2.5194
H 2.7556 5.4414 -3.6182
H 0.4516 6.2517 -3.2341
H -1.0870 4.9570 -1.8100
H -1.5507 2.6922 -3.0427
H -3.7343 2.5633 -4.1444
H -5.8028 2.3751 -2.8032
H -5.6627 2.2574 -0.3371
H -3.4928 2.3063 0.7776
H -2.7427 4.0982 1.4049
H -2.4167 5.3301 3.4817
H -0.1882 5.4522 4.5409
H 1.7460 4.3328 3.4682
H 1.4390 3.0741 1.3914
C -2.6989 -4.2694 -4.0815
C -3.0143 -4.4000 -2.6169
O -3.1792 -3.0479 -2.0592
P -2.4407 -2.6302 -0.7436
S -2.8837 -0.6850 -0.4548
S -0.4744 -2.7593 -0.7977
O -2.9646 -3.5426 0.4270
C -4.3968 -3.6491 0.7275
C -4.6148 -4.9353 1.4781
H -2.7164 -5.2544 -4.5473
H -1.7119 -3.8343 -4.2320
H -3.4414 -3.6468 -4.5774
H -2.2198 -4.9106 -2.0680
H -3.9563 -4.9154 -2.4327
H -4.9506 -3.6173 -0.2125
H -4.6644 -2.7718 1.3190
H -4.4049 -5.7991 0.8504
H -5.6521 -4.9943 1.8062
H -3.9756 -4.9804 2.3587
C -1.5906 0.1887 2.8518
N -1.4934 0.0624 4.2815
C -1.4744 -1.3598 4.6336
N -0.3334 -2.0440 4.0218
C -0.4248 -1.9307 2.5884
N -0.4233 -0.4784 2.1545
C 0.8374 0.1494 2.7003
N 0.9220 0.0213 4.1320
C -0.2435 0.6775 4.7350
C 0.8969 -1.4013 4.4848
H -1.5825 1.2459 2.5722
H -2.5021 -0.2850 2.4828
H -2.3990 -1.8292 4.2928
H -1.4101 -1.4557 5.7174
H -1.3510 -2.3820 2.2279
H 0.4216 -2.4234 2.1064
H 0.8263 1.2045 2.4211
H 1.6895 -0.3450 2.2274
H -0.2403 1.7352 4.4618
H -0.1788 0.5902 5.8193
H 0.9637 -1.4986 5.5680
H 1.7573 -1.8991 4.0336
```


Results for total energy: -17224.0533 -41968.5911 -78901.5419 -112723.8008 (in eV, following the order of the records).